(1)
An isolated ion of composition C3H4NOS2 and charge +1 in a non-equilibrium geometry. Source: OMol25; level of theory: the ωB97M-V functional and the def2-TZVPD basis.

The strongest force on any atom is 0.086 Eh/bohr. For the LUMO energy, the calculation gives -4.67 eV. The relative energy (zero: lowest compared OMol25 entry of this formula, charge and spin) is 50.20 kcal/mol.

```
! wB97M-V def2-TZVPD RIJCOSX def2/J DEFGRID3
* xyz 1 1
S -1.5627 -0.0683 -1.1935
S 0.2486 1.9649 0.0639
O -2.3949 -1.0628 1.0731
N 0.9218 -0.3225 -0.0378
C 0.3143 0.5694 -1.0796
C -1.5990 -0.5417 0.4058
C 0.1714 0.3837 1.0418
H 1.9892 -0.3679 -0.0669
H 0.6936 0.5416 -2.0161
H 0.6103 0.2042 2.0366
H 0.6075 -1.3006 -0.2273
*
```

Mulliken atomic charge list, values in e, 8 entries: number 1, S, carries 0.0133; number 2, S, carries 0.0536; number 3, O, carries -0.2973; number 4, N, carries -0.2990; number 5, C, carries -0.2727; number 6, C, carries 0.5101; number 7, C, carries -0.4209; number 8, H, carries 0.3840

(2)
One molecule with the formula C3H4NP in a non-equilibrium geometry. Source: OMol25; level of theory: the ωB97M-V functional and the def2-TZVPD basis.

The strongest force on any atom is 0.074 Eh/bohr. For the LUMO energy, the calculation gives -0.05 eV. The relative energy (zero: lowest compared OMol25 entry of this formula, charge and spin) is 70.02 kcal/mol.

```
! wB97M-V def2-TZVPD RIJCOSX def2/J DEFGRID3
* xyz 0 1
P 1.7123 0.2493 0.0995
N -0.8880 0.9162 -0.0309
C 1.0218 -1.2351 -0.1358
C 0.2575 1.4030 0.0598
C -1.8411 0.3001 -0.2874
H 0.1315 -1.2975 -0.6248
H -2.2706 -0.4738 0.3071
H 0.2664 2.3297 0.4883
H 1.6102 -2.1918 0.1243
*
```

Mulliken atomic charge list, values in e, 8 entries: number 1, P, carries -0.0185; number 2, N, carries -0.0634; number 3, C, carries -0.5268; number 4, C, carries -0.3175; number 5, C, carries -0.2616; number 6, H, carries 0.2704; number 7, H, carries 0.2847; number 8, H, carries 0.4074

(3)
One molecule with the formula C3H4NP in a non-equilibrium geometry. Source: OMol25; level of theory: the ωB97M-V functional and the def2-TZVPD basis.

The strongest force on any atom is 0.077 Eh/bohr. For the LUMO energy, the calculation gives 0.15 eV. The relative energy (zero: lowest compared OMol25 entry of this formula, charge and spin) is 18.80 kcal/mol.

```
! wB97M-V def2-TZVPD RIJCOSX def2/J DEFGRID3
* xyz 0 1
P 1.3595 -0.5542 0.0797
N -1.1397 -0.7470 -0.6345
C 0.4076 0.8893 -0.3800
C -0.9063 0.5940 -0.4647
C -0.1568 -1.4930 -0.2395
H 0.8192 1.9244 -0.4978
H -0.2991 -2.6361 -0.2800
H -1.6280 1.2489 -0.7402
H 1.0104 -0.1364 1.4060
*
```

Mulliken atomic charge list, values in e, 8 entries: number 1, P, carries -0.1517; number 2, N, carries -0.4383; number 3, C, carries -0.2427; number 4, C, carries -0.3565; number 5, C, carries -0.0179; number 6, H, carries 0.3367; number 7, H, carries 0.3471; number 8, H, carries 0.4369

(4)
C3H4NaO3 as an isolated structure in a non-equilibrium geometry. Source: OMol25; level of theory: the ωB97M-V functional and the def2-TZVPD basis.

The strongest force on any atom is 0.020 Eh/bohr. As for the expectation value of S²: 0.756. For the LUMO energy (alpha / beta), the calculation gives -1.11 / -1.34 eV. The relative energy (zero: lowest compared OMol25 entry of this formula, charge and spin) is 0.00 kcal/mol.

```
! wB97M-V def2-TZVPD RIJCOSX def2/J DEFGRID3
* xyz 0 2
Na 2.0176 4.1024 -0.4010
O 1.4686 1.8078 -0.1841
O -0.1878 3.2872 -0.3014
O -0.6072 1.1568 -0.0929
C -1.0871 -2.3750 0.2200
C 0.2507 2.1165 -0.1849
C 0.0963 -1.7553 0.1656
H -1.6092 -2.5256 1.1679
H 0.6383 -1.4903 1.0772
H -1.6162 -2.6751 -0.6874
H 0.6359 -1.6493 -0.7791
*
```

Mulliken atomic charge list, values in e, 8 entries: number 1, Na, carries 0.9780; number 2, O, carries -0.7881; number 3, O, carries -0.8050; number 4, O, carries -0.2839; number 5, C, carries -0.3930; number 6, C, carries 0.9015; number 7, C, carries -0.4806; number 8, H, carries 0.2123

(5)
C3H4NiO4 as an isolated structure in a non-equilibrium geometry. Source: OMol25; level of theory: the ωB97M-V functional and the def2-TZVPD basis.

The strongest force on any atom is 0.052 Eh/bohr. As for the expectation value of S²: 3.753. For the LUMO energy (alpha / beta), the calculation gives 3.48 / 1.79 eV. The relative energy (zero: lowest compared OMol25 entry of this formula, charge and spin) is 0.00 kcal/mol.

```
! wB97M-V def2-TZVPD RIJCOSX def2/J DEFGRID3
* xyz -1 4
Ni -2.4815 1.3648 -2.0761
O -1.8930 -0.0023 -0.8245
O 1.4935 1.2569 0.4760
O 0.2948 -0.5541 -0.9394
O -0.5509 1.0555 -2.2075
C -0.7261 0.2165 -1.2716
C 1.0046 0.2421 1.2368
C 0.4305 -0.9313 0.4451
H 1.7588 -0.1980 1.9413
H 1.0914 -1.8090 0.5025
H -0.5690 -1.1940 0.8243
H 0.1470 0.5528 1.8930
*
```

Mulliken atomic charge list, values in e, 8 entries: number 1, Ni, carries 0.1046; number 2, O, carries -0.6517; number 3, O, carries -0.8721; number 4, O, carries -0.2305; number 5, O, carries -0.6660; number 6, C, carries 1.1835; number 7, C, carries -0.3835; number 8, C, carries -0.3101

(6)
C3H4O as an isolated structure in a non-equilibrium geometry. Source: OMol25; level of theory: the ωB97M-V functional and the def2-TZVPD basis.

The strongest force on any atom is 0.068 Eh/bohr. For the LUMO energy, the calculation gives 0.92 eV. The relative energy (zero: lowest compared OMol25 entry of this formula, charge and spin) is 70.13 kcal/mol.

```
! wB97M-V def2-TZVPD RIJCOSX def2/J DEFGRID3
* xyz 0 1
O -1.3850 -0.5167 -0.0064
C 0.0451 -0.7326 -0.0220
C -1.3157 0.7761 -0.1340
C 0.2180 0.7275 -0.1032
H 0.5800 -1.3509 -0.7409
H 0.9331 1.0321 -0.8875
H 0.4858 1.0958 0.8925
H 0.4387 -1.0312 1.0015
*
```

Formally, the Mulliken partial charges of the atoms, in units of the elementary charge, are as follows: number 1, O, carries -0.1209; number 2, C, carries -0.2458; number 3, C, carries -0.2436; number 4, C, carries -0.3379; number 5, H, carries 0.2905; number 6, H, carries 0.2941; number 7, H, carries 0.1824; number 8, H, carries 0.1812

Question: Look up the relative energy (zero: lowest compared OMol25 entry of this formula, charge and spin) of the sixth one.
Answer: 70.13 kcal/mol

Question: What is the strongest force on any atom in the sixth record?
Answer: 0.068 Eh/bohr